Version A
Molecular formula: H11O5S
Method: DFT, ωB97M-V/def2-TZVPD

Output
Net charge ... -1
HOMO ... -3.93 eV
Frontier orbital gap ... 7.335 eV
LUMO energy ... 3.40 eV
2S+1 ... 1

Geometry (Å):
H1 -1.130 1.874 -1.739
S1 -2.129 -1.138 -0.896
H2 0.682 -0.686 -2.494
H3 1.947 2.129 2.726
O1 0.936 -0.692 -1.543
H4 1.830 0.215 0.010
H5 -2.546 -0.566 -2.062
H6 2.994 1.050 0.355
H7 -0.017 -0.711 -1.213
O2 -1.007 2.510 -1.003
O3 0.586 -2.541 0.724
O4 1.004 2.157 2.945
H8 -1.522 2.248 -0.217
H9 0.497 -1.646 1.001
H10 -0.309 -2.687 0.367
O5 2.332 0.518 0.792
H11 0.764 1.331 2.540

Okay, here come the Löwdin numbers, in e, for every atom: 0.019, -0.061, 0.039, 0.020, -0.182, 0.008, -0.390, 0.029, -0.131, -0.116, -0.090, -0.073, 0.030, -0.017, -0.022, -0.064, 0.003

Version B
Molecular formula: H11O5S
Method: DFT, ωB97M-V/def2-TZVPD

Output
Net charge ... -1
HOMO ... -4.15 eV
Frontier orbital gap ... 7.193 eV
LUMO energy ... 3.04 eV
2S+1 ... 1

Geometry (Å):
O1 -1.708 0.732 -0.635
H1 2.182 0.254 2.839
S1 1.001 1.432 1.479
H2 -4.022 -2.139 -2.649
H3 1.329 1.658 0.170
H4 1.388 0.344 -2.310
O2 0.044 -1.813 1.141
H5 3.384 0.645 3.674
H6 0.119 -0.917 1.432
O3 2.363 0.433 -2.470
O4 -4.287 -1.276 -2.229
H7 0.073 -1.618 0.174
H8 -2.549 0.832 -0.174
H9 -3.455 -1.038 -1.761
O5 2.691 -0.094 3.627
H10 2.454 1.321 -2.174
H11 -1.005 1.244 -0.134

Okay, here come the Löwdin numbers, in e, for every atom: -0.136, -0.150, 0.078, 0.054, -0.379, 0.052, -0.118, 0.042, -0.104, -0.074, -0.100, 0.031, 0.023, 0.028, -0.205, -0.002, -0.040

Most stable: version A (next structure +0.0038 hartree)

Version A
Molecular formula: H23O11
Method: DFT, ωB97M-V/def2-TZVPD

Output
Net charge ... +1
HOMO ... -13.65 eV
Frontier orbital gap ... 10.510 eV
LUMO energy ... -3.14 eV
2S+1 ... 1

Geometry (Å):
H1 1.727 3.750 -1.520
O1 -1.418 -2.703 1.366
O2 -1.022 3.368 0.108
O3 -1.581 3.033 -2.286
H2 -1.135 2.603 -0.451
H3 -1.208 -1.757 1.342
H4 -1.876 0.956 0.849
O4 -1.806 -2.654 -1.759
H5 -2.761 -2.473 -1.644
H6 2.401 2.690 -2.345
H7 2.790 -0.343 -1.618
H8 -1.671 3.877 -2.728
H9 -0.267 2.296 3.874
H10 1.843 -1.827 -0.006
O5 3.398 -0.492 -0.869
H11 -1.709 -2.951 -2.669
O6 1.333 -0.173 2.095
H12 0.559 -1.264 -0.776
H13 2.013 0.501 2.080
H14 0.665 0.230 2.720
O7 0.550 1.871 3.622
H15 -2.372 -0.157 0.008
H16 -0.770 -3.464 0.470
O8 2.159 2.856 -1.424
O9 1.109 -2.063 -0.600
H17 1.122 2.354 3.030
H18 -0.729 2.680 -2.034
H19 0.561 -3.365 -0.353
H20 3.390 0.435 -0.586
H21 -0.864 -3.134 2.057
O10 -0.075 -4.211 -0.059
H22 -1.956 3.484 0.348
H23 -0.786 -4.000 -0.822
O11 -1.614 0.046 0.582

Okay, here come the Löwdin numbers, in e, for every atom: 0.071, 0.047, -0.064, -0.052, -0.026, 0.053, 0.063, -0.036, 0.089, 0.039, 0.047, 0.064, 0.059, 0.078, -0.052, 0.075, -0.089, 0.099, 0.023, 0.030, -0.035, 0.063, 0.055, -0.079, -0.008, 0.052, 0.018, 0.078, 0.039, 0.136, 0.017, 0.058, 0.140, -0.051

Version B
Molecular formula: H23O11
Method: DFT, ωB97M-V/def2-TZVPD

Output
Net charge ... +1
HOMO ... -13.65 eV
Frontier orbital gap ... 10.251 eV
LUMO energy ... -3.40 eV
2S+1 ... 1

Geometry (Å):
H1 -0.390 -3.864 -1.396
O1 -0.846 1.174 2.534
O2 -0.047 0.350 -1.595
H2 1.675 -0.472 1.609
O3 -1.586 2.467 -0.728
H3 -0.314 1.416 -4.589
O4 3.059 0.522 -0.742
H4 0.924 -1.615 0.897
H5 -1.180 1.203 3.375
H6 2.290 0.858 -0.939
H7 -3.919 -2.043 -0.765
O5 -0.948 -1.745 0.657
H8 3.082 -0.365 -1.254
H9 2.770 -0.067 0.135
O6 2.560 3.436 2.537
H10 -3.424 -1.573 -2.261
H11 -2.508 2.337 -0.711
O7 0.879 -0.794 3.314
H12 -1.346 -1.164 0.109
H13 -0.773 -0.266 -1.445
H14 -1.279 -2.344 1.113
H15 -1.238 3.401 -0.956
H16 1.633 3.770 2.632
H17 0.236 -0.645 4.114
O8 -3.135 -1.543 -1.344
H18 0.842 -1.769 3.491
H19 0.234 1.416 -3.211
O9 -0.570 -3.794 -2.394
O10 0.535 1.207 -4.157
H20 -0.127 1.305 -1.313
H21 0.323 -3.270 -2.389
O11 1.890 -1.106 0.982
H22 -1.745 1.117 1.954
H23 2.443 2.461 2.734

Okay, here come the Löwdin numbers, in e, for every atom: 0.049, -0.078, -0.078, -0.028, -0.059, 0.043, 0.294, 0.148, -0.031, 0.019, 0.158, 0.112, 0.224, 0.169, -0.096, 0.035, 0.027, -0.118, -0.030, 0.030, -0.056, 0.124, 0.049, 0.115, -0.122, 0.076, 0.017, -0.121, -0.100, 0.049, 0.075, -0.067, 0.127, 0.046

Version C
Molecular formula: H23O11
Method: DFT, ωB97M-V/def2-TZVPD

Output
Net charge ... +1
HOMO ... -13.29 eV
Frontier orbital gap ... 10.415 eV
LUMO energy ... -2.88 eV
2S+1 ... 1

Geometry (Å):
H1 -2.290 -2.253 -2.402
O1 -3.410 0.524 -0.500
H2 -2.166 -1.318 -3.437
H3 3.243 -2.300 1.357
H4 0.263 -0.198 0.967
H5 0.128 -3.091 1.972
H6 -4.015 0.707 0.389
H7 -0.161 -1.843 2.884
H8 -3.233 -2.152 2.088
H9 2.976 -0.054 -3.869
H10 0.953 0.720 0.100
H11 -1.065 0.914 -1.793
O2 3.233 1.734 1.345
H12 -2.157 -0.991 1.779
O3 1.438 1.897 -1.089
H13 -2.062 1.712 2.829
O4 2.218 0.621 -3.892
H14 2.501 -1.180 1.643
H15 1.799 2.546 -0.369
O5 0.386 -0.017 0.082
O6 -1.229 1.419 3.022
O7 -0.275 0.282 -2.202
H16 -0.776 -0.690 -1.943
H17 2.206 1.861 -1.622
H18 3.464 2.017 2.329
O8 2.900 -1.919 2.140
O9 -2.439 -1.335 -2.519
O10 -3.196 -1.382 1.464
O11 -0.309 -2.285 2.106
H19 -0.607 1.970 3.412
H20 -4.053 0.758 -1.146
H21 1.784 0.463 -4.814
H22 3.732 2.443 0.925
H23 0.220 0.419 -1.238

Okay, here come the Löwdin numbers, in e, for every atom: 0.052, -0.129, 0.067, 0.017, 0.029, 0.035, 0.139, 0.007, 0.039, 0.078, 0.001, 0.214, -0.098, 0.129, -0.056, -0.004, -0.126, 0.019, 0.126, 0.031, 0.021, 0.038, 0.203, 0.039, 0.128, -0.038, -0.004, -0.180, 0.014, 0.012, 0.001, 0.096, 0.032, 0.067

Most stable: version A (next structure +0.0901 hartree)

Version A
Molecular formula: C5H11NO2
Method: DFT, ωB97M-V/def2-TZVPD

Output
Net charge ... -2
HOMO ... 0.82 eV
Frontier orbital gap ... 5.880 eV
LUMO energy ... 6.70 eV
2S+1 ... 1

Geometry (Å):
H1 0.031 -1.500 2.260
H2 -0.011 3.212 0.692
O1 1.543 0.561 -2.439
H3 1.015 1.658 -1.064
H4 0.037 -0.761 -2.334
N1 0.732 1.392 -0.114
H5 1.520 -1.451 -1.730
H6 -1.141 -1.255 -0.670
H7 -1.422 -0.023 0.549
H8 -0.587 1.634 1.497
C1 -0.659 -1.732 1.392
H9 -0.184 -2.661 0.951
C2 0.641 -0.089 -0.211
H10 1.589 -0.420 0.258
C3 -0.276 2.131 0.581
O2 -1.891 -1.879 1.939
C4 0.962 -0.437 -1.764
H11 -1.210 2.360 0.028
C5 -0.690 -0.741 0.178

Okay, here come the Löwdin numbers, in e, for every atom: 0.067, 0.050, -0.390, 0.056, 0.062, -0.115, 0.073, 0.080, 0.067, 0.066, -0.572, 0.061, -0.322, 0.110, -0.216, -0.439, -0.500, 0.048, -0.186

Version B
Molecular formula: C5H11NO2
Method: DFT, ωB97M-V/def2-TZVPD

Output
Net charge ... -2
HOMO ... 0.75 eV
Frontier orbital gap ... 6.406 eV
LUMO energy ... 7.16 eV
2S+1 ... 1

Geometry (Å):
H1 -1.603 1.993 0.235
O1 0.619 0.905 -2.743
C1 -0.658 1.753 0.749
H2 0.250 1.727 -1.108
C2 1.046 -0.152 -1.978
H3 -0.336 2.606 1.362
C3 -0.394 -1.370 1.599
H4 0.614 -1.120 -2.340
H5 -0.981 0.932 1.405
H6 0.059 -2.409 1.615
C4 0.644 -0.065 -0.442
H7 -1.407 -0.581 -0.167
H8 1.564 -0.301 0.100
O2 -1.567 -1.320 2.264
C5 -0.430 -1.021 0.038
H9 -0.401 -2.007 -0.438
N1 0.427 1.386 -0.157
H10 2.159 -0.247 -2.012
H11 0.395 -0.706 2.017

Okay, here come the Löwdin numbers, in e, for every atom: 0.058, -0.418, -0.173, 0.045, -0.460, 0.043, -0.570, 0.063, 0.045, 0.058, -0.371, 0.091, 0.093, -0.415, -0.190, 0.077, -0.098, 0.058, 0.062

Most stable: version B (next structure +0.0183 hartree)